Here is an isolated ion of composition C2H8N2 and charge -1 at a distorted geometry from OMol25. Energies are from ωB97M-V with the def2-TZVPD basis set.

Properties
E_HOMO (spin up / spin down) = 0.0562 / -0.1730 Eh
<S²> = 0.75
total charge = -1
calculated total energy = -190.42541 a.u.
ΔE to the lowest compared entry with this formula, charge and spin = 52.9 kJ/mol
spin multiplicity = 2
Kohn-Sham gap (spin up / spin down) = 3.1971 / 9.3589 eV

Each line ends with the Mulliken spin population.
Positions of all 12 atoms, in Å:
N1 1.88151 -0.20717 0.13052  0.184
N2 -1.73231 -0.32022 -0.53317  0.271
C1 -0.55347 0.44174 -0.15622  2.421
C2 0.51461 -0.43686 0.58127  0.154
H1 -0.03281 0.89041 -1.00208  -0.540
H2 -0.74181 1.27269 0.52785  -0.023
H3 0.41236 -0.20237 1.64718  -0.270
H4 0.25755 -1.49417 0.50022  -0.124
H5 -1.88653 -0.25276 -1.53577  -0.328
H6 -2.52135 0.06955 -0.03126  -0.582
H7 2.46652 0.25058 0.71685  -0.152
H8 1.93574 -0.01142 -0.84540  -0.012



Here is an isolated ion of composition C23H37N4O3 and charge +1 from OMol25. Energies are from ωB97M-V with the def2-TZVPD basis set.

Properties
E_HOMO = -0.4019 Eh
SMILES = CCc1ccc(NC(=O)[C@H](C)NC(=O)C2CCN(C(=O)[C@@H]([NH3+])CC(C)C)CC2)cc1
total charge = +1
calculated total energy = -1343.25181 a.u.
ΔE to the lowest compared entry with this formula, charge and spin = 16.5 kJ/mol
Kohn-Sham gap = 9.0504 eV

Each line ends with the natural charge from an NBO analysis.
Positions of all 67 atoms, in Å:
O1 0.49864 -0.70393 -1.57432  -0.658
O2 2.24138 1.60205 1.08697  -0.661
O3 -0.74897 0.05108 1.77088  -0.695
N1 2.40769 0.48012 -1.72466  -0.416
N2 -2.35746 1.50996 1.10120  -0.570
N3 0.40466 2.82882 0.71410  -0.611
N4 0.82327 -1.74844 0.62628  -0.733
C1 -5.57922 -0.85273 -0.20652  0.005
C2 3.09901 -2.26307 -0.22314  -0.402
C3 3.68796 0.96002 -1.24954  -0.214
C4 3.64769 2.49440 -1.11139  -0.416
C5 -4.44775 -1.45813 0.32440  -0.215
C6 -6.58167 -1.90483 -2.22616  -0.592
C7 1.85865 1.32157 -2.77206  -0.230
C8 -0.96088 3.55851 2.61911  -0.618
C9 -3.36995 -0.71260 0.76562  -0.180
C10 -6.72625 -1.66948 -0.72051  -0.422
C11 -1.16116 1.19600 1.60678  0.712
C12 3.12566 -3.26696 2.12126  -0.625
C13 -4.53741 1.29183 0.14502  -0.231
C14 2.08610 -1.16760 0.11502  -0.158
C15 3.95934 -2.70563 0.96993  -0.216
C16 1.61641 -0.41414 -1.14801  0.693
C17 -3.40863 0.67244 0.67502  0.105
C18 4.96733 -3.75004 0.49540  -0.603
C19 1.35746 2.62924 -2.13955  -0.408
C20 2.21029 2.98330 -0.90280  -0.311
C21 1.64050 2.39441 0.38698  0.705
C22 -5.60635 0.53551 -0.28925  -0.185
C23 -0.25393 2.39525 1.93684  -0.143
H1 -2.51270 -1.20201 1.19473  0.224
H2 -5.65667 -2.43515 -2.44108  0.205
H3 0.31018 2.51216 -1.85733  0.214
H4 -0.22317 4.26702 2.98782  0.241
H5 2.52687 -2.49623 2.60175  0.201
H6 4.45552 -4.64058 0.13795  0.208
H7 0.31523 -1.07406 1.25350  0.482
H8 4.50978 -1.83385 1.33839  0.203
H9 1.04364 0.78910 -3.26227  0.254
H10 2.48847 -4.08271 1.78015  0.197
H11 2.48682 -0.45984 0.84376  0.275
H12 -6.47738 1.02915 -0.69300  0.220
H13 3.78843 -3.67413 2.88040  0.238
H14 5.62480 -4.03952 1.30999  0.222
H15 -4.40968 -2.53440 0.40364  0.216
H16 5.58058 -3.35889 -0.31223  0.214
H17 0.54044 2.00303 2.58429  0.258
H18 4.26287 2.79000 -0.26284  0.242
H19 -4.57943 2.37038 0.07821  0.208
H20 0.23042 -1.78401 -0.25271  0.465
H21 -1.54208 3.20081 3.46493  0.238
H22 -1.62134 4.09292 1.93725  0.195
H23 4.04941 2.97296 -2.00427  0.220
H24 0.95272 -2.65423 1.07664  0.430
H25 -0.05547 3.52577 0.14958  0.403
H26 2.56855 -3.12468 -0.63647  0.212
H27 2.22060 4.07030 -0.77446  0.246
H28 3.92528 0.50939 -0.29041  0.228
H29 -6.75675 -2.63165 -0.20710  0.212
H30 -7.41486 -2.49628 -2.59578  0.217
H31 2.64839 1.51333 -3.49994  0.209
H32 1.41988 3.42979 -2.87627  0.230
H33 4.45903 0.67084 -1.97186  0.210
H34 -7.66571 -1.14853 -0.52857  0.214
H35 -6.56573 -0.95729 -2.75958  0.205
H36 -2.58517 2.49360 1.03644  0.405
H37 3.76575 -1.89948 -1.00617  0.231



Here is BrH5In2NO2P as an isolated structure at a distorted geometry from OMol25. Energies are from ωB97M-V with the def2-TZVPD basis set.

Properties
E_HOMO = -0.6314 Eh
total charge = +2
calculated total energy = -3503.08018 a.u.
Kohn-Sham gap = 4.0521 eV

Each line ends with the Löwdin charge.
Positions of all 12 atoms, in Å:
In1 -2.46889 0.92457 2.93558  1.023
In2 -1.48255 0.05447 -0.38536  0.296
Br1 -2.36430 -2.18818 -1.18647  0.243
P1 1.15038 -0.09968 -0.18660  0.509
O1 1.62447 -0.93112 -1.40773  -0.053
O2 1.81335 1.29448 -0.26389  -0.062
N1 1.48744 -0.85426 1.15340  0.074
H1 1.08856 -1.74273 -1.55642  0.135
H2 2.05622 -0.26896 1.78652  0.092
H3 -2.14531 0.50520 1.23400  -0.401
H4 -1.94814 1.31071 -1.51530  0.007
H5 1.26150 1.98795 -0.68424  0.137



Here is a 5-piece molecular cluster, C10H30O5 overall at a distorted geometry from OMol25. Energies are from ωB97M-V with the def2-TZVPD basis set.

Properties
E_HOMO = -0.3729 Eh
SMILES = CCO.CCO.CCO.CCO.CCO
calculated total energy = -775.08538 a.u.
ΔE to the lowest compared entry with this formula, charge and spin = 197.3 kJ/mol
Kohn-Sham gap = 10.6059 eV

Each line ends with the natural charge from an NBO analysis.
Positions of all 45 atoms, in Å:
O1 0.97663 1.79745 3.19784  -0.714
O2 -0.72287 6.11514 8.29548  -0.715
O3 -4.76514 -5.81395 -2.55510  -0.714
O4 -2.21696 1.95746 -5.13971  -0.721
O5 3.12085 -4.42379 -2.92687  -0.738
C1 -0.07632 2.87699 -4.63180  -0.628
C2 4.01479 -4.68289 -4.00160  -0.069
C3 3.13913 -4.68943 -5.24150  -0.625
C4 -2.83957 -4.49305 -2.93983  -0.637
C5 -4.01280 -4.78418 -2.04984  -0.057
C6 1.29878 5.61062 9.46810  -0.632
C7 0.64276 0.20589 1.55909  -0.636
C8 0.08440 0.77220 2.88029  -0.064
C9 0.55983 6.64443 8.62905  -0.074
C10 -1.39114 2.27516 -4.07207  -0.052
H1 -4.52323 -3.82119 -2.03578  0.141
H2 2.54029 -3.77869 -5.24892  0.219
H3 0.62194 5.27470 10.25370  0.207
H4 4.77278 -3.92112 -4.18399  0.163
H5 -1.10711 1.37553 -3.52610  0.144
H6 3.74610 -4.56659 -6.13849  0.203
H7 1.68039 4.78448 8.86813  0.213
H8 -2.20744 -5.33019 -3.23596  0.214
H9 0.44440 7.64913 9.03569  0.164
H10 -3.79367 -4.95028 -0.99509  0.177
H11 -0.15965 -0.03639 3.56930  0.160
H12 -1.92663 2.88929 -3.34805  0.152
H13 3.54225 -4.05318 -2.14798  0.472
H14 1.72114 0.08511 1.45615  0.219
H15 1.21479 6.78062 7.76848  0.165
H16 4.41104 -5.68010 -3.81012  0.164
H17 -3.19132 -3.94415 -3.81337  0.196
H18 -5.08516 -5.64148 -3.44360  0.467
H19 0.24571 2.25000 -5.46324  0.216
H20 0.17888 -0.69594 1.15957  0.208
H21 2.62526 -5.63583 -5.40997  0.212
H22 -1.30360 6.65387 8.83780  0.466
H23 -0.31392 3.83019 -5.10408  0.207
H24 0.72687 2.17106 4.04615  0.469
H25 -2.13319 -3.84476 -2.42131  0.212
H26 -0.86098 1.27864 2.68565  0.152
H27 2.12105 6.02213 10.05345  0.209
H28 -3.00296 1.51294 -4.81380  0.469
H29 0.71110 2.98155 -3.88538  0.213
H30 0.49229 0.99247 0.81966  0.206



Which of these has the highest calculated total energy? C2H8N2



What is the calculated total energy in the fourth record? -775.08538 a.u.



Among the records above, which one has the lowest calculated total energy? BrH5In2NO2P



Number 4 is which compound? C10H30O5